Entry 1:
{"formula": "C15H10NO6Ru", "method": "ωB97M-V/def2-TZVPD", "elements": ["Ru", "O", "C", "O", "C", "C", "C", "C", "C", "N", "C", "O", "O", "H", "H", "H", "C", "C", "O", "C", "C", "C", "C", "C", "C", "O", "H", "H", "H", "H", "H", "H", "H"], "positions_angstrom": [[1.798, 0.111, -1.729], [-1.591, 0.876, 1.106], [-0.496, 1.000, 0.623], [-0.653, 0.676, -1.808], [0.745, 0.524, 1.302], [0.800, 0.411, 2.692], [2.009, 0.062, 3.282], [3.132, -0.140, 2.493], [2.987, -0.030, 1.112], [1.825, 0.268, 0.574], [4.185, -0.155, 0.116], [5.298, -0.128, 0.593], [3.855, -0.256, -1.100], [-0.089, 0.605, 3.272], [2.079, -0.030, 4.356], [4.103, -0.380, 2.898], [-1.298, 2.879, -0.882], [-0.305, 1.713, -0.783], [0.933, 2.057, -1.049], [-1.441, -0.409, -1.535], [-2.819, -0.359, -1.469], [-3.542, -1.530, -1.287], [-2.883, -2.749, -1.142], [-1.512, -2.821, -1.171], [-0.736, -1.656, -1.383], [0.542, -1.688, -1.435], [-0.826, 3.750, -0.436], [-2.219, 2.646, -0.357], [-1.492, 3.072, -1.933], [-3.323, 0.587, -1.591], [-4.619, -1.494, -1.265], [-3.457, -3.654, -1.012], [-0.993, -3.760, -1.049]], "s2": 0.8657, "spin_multiplicity": 2, "homo_energy_ev": [-7.761, -7.706], "orbital_gap_ha": [0.17935, 0.20533], "de_lowest_kcal_mol": 85.30}


Entry 2:
{"formula": "C4H4O5Tl", "method": "ωB97M-V/def2-TZVPD", "elements": ["Tl", "O", "C", "C", "O", "C", "O", "C", "O", "H", "H", "O", "H", "H"], "positions_angstrom": [[0.038, 0.395, -0.177], [0.824, -1.275, -3.077], [0.533, -0.758, -2.097], [-0.579, 1.163, 1.893], [-0.848, 1.608, 2.914], [-1.990, 1.001, -1.035], [-2.965, 1.396, -1.497], [2.121, -0.338, 0.755], [2.869, -0.941, 1.254], [1.137, 1.902, -1.044], [0.946, 2.231, -0.361], [-0.395, -2.372, 1.040], [-1.046, -1.698, 1.348], [-0.645, -2.317, 0.083]], "homo_energy_ev": -24.759, "charge": 3, "orbital_gap_ha": 0.30433, "de_lowest_kcal_mol": 24.67}


Entry 3:
{"formula": "C4H8O2", "method": "ωB97M-V/def2-TZVPD", "elements": ["C", "O", "C", "C", "C", "O", "H", "H", "H", "H", "H", "H", "H", "H"], "positions_angstrom": [[-1.005, 1.592, 0.550], [-0.804, 0.578, -0.410], [0.527, 0.157, -0.399], [0.833, -0.870, 0.649], [0.632, -1.262, -0.818], [-0.529, -1.831, -1.315], [-0.447, 2.488, 0.251], [-0.660, 1.285, 1.549], [-2.074, 1.802, 0.571], [1.238, 0.934, -0.676], [0.079, -1.169, 1.364], [1.857, -0.825, 1.024], [1.543, -1.758, -1.073], [-1.191, -1.119, -1.268]], "smiles": "CO[C@H]1C[C@H]1O", "homo_energy_ev": -9.124, "orbital_gap_ha": 0.37201, "de_lowest_kcal_mol": 62.11}


Entry 4:
{"formula": "C34H61CsN5O6SSi3", "method": "ωB97M-V/def2-TZVPD", "elements": ["Cs", "C", "N", "C", "C", "C", "N", "C", "C", "H", "H", "H", "H", "H", "H", "H", "H", "H", "H", "H", "H", "H", "H", "H", "H", "O", "C", "C", "C", "C", "C", "C", "C", "O", "N", "O", "O", "H", "H", "H", "H", "C", "O", "Si", "C", "C", "C", "Si", "C", "C", "C", "Si", "C", "C", "C", "H", "H", "H", "H", "H", "H", "H", "H", "H", "H", "H", "H", "H", "H", "H", "H", "H", "H", "H", "H", "H", "H", "H", "H", "H", "H", "H", "C", "C", "C", "O", "C", "H", "H", "H", "H", "H", "H", "H", "H", "N", "C", "N", "C", "C", "C", "C", "C", "C", "S", "H", "H", "H", "H", "H", "H"], "positions_angstrom": [[0.060, -0.078, 0.312], [-3.774, 2.676, -0.631], [-2.904, 2.206, -1.687], [-3.449, 1.024, -2.319], [-2.628, 3.240, -2.666], [-1.731, 4.355, -2.119], [-0.490, 3.844, -1.573], [0.401, 3.349, -2.603], [0.181, 4.823, -0.745], [-4.682, 3.165, -1.027], [-3.229, 3.363, 0.009], [-4.086, 1.832, -0.020], [-4.400, 1.220, -2.841], [-3.608, 0.260, -1.566], [-2.732, 0.632, -3.032], [-3.560, 3.711, -3.046], [-2.134, 2.775, -3.522], [-2.262, 4.885, -1.325], [-1.558, 5.084, -2.942], [0.619, 4.121, -3.366], [-0.041, 2.482, -3.089], [1.336, 3.034, -2.146], [0.489, 5.720, -1.314], [1.063, 4.359, -0.308], [-0.479, 5.130, 0.065], [1.953, 3.032, 2.117], [2.596, 2.814, 3.137], [3.005, 1.545, 3.660], [3.943, 1.498, 4.688], [4.446, 0.294, 5.158], [4.007, -0.918, 4.574], [3.073, -0.908, 3.595], [2.482, 0.310, 3.088], [1.579, 0.281, 2.233], [5.404, 0.274, 6.182], [5.841, -0.811, 6.572], [5.776, 1.347, 6.661], [2.950, 3.684, 3.735], [4.322, 2.412, 5.124], [4.443, -1.839, 4.932], [2.736, -1.827, 3.140], [-2.118, -1.752, 2.745], [-1.782, -1.644, 1.400], [-2.358, -2.655, 0.185], [-4.092, -1.979, -0.256], [-2.823, -4.398, 0.860], [-0.991, -2.610, -1.057], [-1.414, -3.165, -2.783], [0.149, -3.499, -3.845], [-2.582, -4.689, -2.918], [-2.308, -1.879, -3.889], [0.574, -3.368, -0.359], [0.754, -3.422, 1.543], [0.825, -5.222, -0.800], [2.146, -2.390, -0.872], [-2.058, -2.785, 3.097], [-3.135, -1.390, 2.941], [-1.427, -1.152, 3.342], [-4.876, -2.516, 0.269], [-4.275, -2.084, -1.317], [-4.189, -0.930, 0.005], [-3.409, -4.384, 1.777], [-1.934, -4.993, 1.040], [-3.404, -4.914, 0.102], [1.036, -3.336, -3.252], [0.196, -2.823, -4.692], [0.180, -4.515, -4.218], [-2.178, -5.552, -2.399], [-2.795, -4.984, -3.943], [-3.527, -4.439, -2.443], [-1.714, -0.975, -3.980], [-3.281, -1.606, -3.499], [-2.454, -2.280, -4.890], [-0.110, -3.883, 2.005], [0.865, -2.433, 1.967], [1.621, -4.010, 1.833], [-0.033, -5.795, -0.463], [1.708, -5.645, -0.331], [0.907, -5.365, -1.870], [1.997, -1.322, -0.734], [2.411, -2.559, -1.911], [3.000, -2.687, -0.268], [-1.914, 2.107, 4.897], [-3.428, 2.110, 4.675], [-3.478, 2.255, 3.154], [-2.471, 3.192, 2.845], [-1.386, 2.978, 3.740], [-1.535, 1.091, 4.792], [-1.626, 2.492, 5.873], [-3.895, 2.974, 5.151], [-3.909, 1.202, 5.032], [-4.422, 2.647, 2.773], [-3.256, 1.286, 2.683], [-1.052, 3.964, 4.078], [-0.561, 2.483, 3.216], [3.630, 2.954, -0.143], [3.860, 2.119, -1.159], [3.006, 1.331, -1.700], [3.516, 0.677, -2.786], [2.838, -0.246, -3.574], [3.499, -0.836, -4.631], [4.820, -0.522, -4.928], [5.511, 0.407, -4.167], [4.854, 0.998, -3.108], [5.466, 2.167, -1.965], [2.814, 2.804, 0.447], [4.414, 3.414, 0.286], [1.817, -0.499, -3.339], [2.973, -1.564, -5.232], [5.321, -1.011, -5.749], [6.539, 0.657, -4.384]], "homo_energy_ev": -4.365, "charge": -1, "orbital_gap_ha": 0.22928, "de_lowest_kcal_mol": 46.88}


Entry 5:
{"formula": "C6H18BaO10P", "method": "ωB97M-V/def2-TZVPD", "elements": ["Ba", "P", "O", "O", "O", "O", "C", "C", "O", "O", "H", "H", "H", "H", "H", "H", "C", "C", "O", "O", "H", "H", "H", "H", "H", "H", "C", "C", "O", "O", "H", "H", "H", "H", "H", "H"], "positions_angstrom": [[-0.419, -0.534, -0.478], [-0.483, 1.091, -3.313], [-1.611, 0.693, -2.308], [0.598, -0.014, -3.040], [0.180, 2.436, -2.863], [-1.229, 1.196, -4.643], [3.668, 0.813, -1.273], [2.794, 1.966, -0.786], [1.397, 1.783, -0.707], [3.628, 0.592, -2.653], [3.382, -0.085, -0.712], [4.695, 1.013, -0.920], [2.920, 2.837, -1.448], [3.175, 2.193, 0.227], [0.954, 1.966, -1.622], [4.061, 1.353, -3.055], [-0.205, 1.261, 2.550], [0.487, -0.059, 2.738], [1.352, -0.424, 1.647], [-1.287, 1.203, 1.644], [0.544, 1.989, 2.205], [-0.590, 1.614, 3.516], [-0.267, -0.847, 2.839], [1.076, -0.105, 3.656], [2.110, 0.173, 1.662], [-1.868, 1.954, 1.772], [-2.783, -3.360, 0.628], [-3.434, -1.991, 0.807], [-3.070, -1.165, -0.273], [-1.364, -3.146, 0.425], [-3.142, -3.916, -0.241], [-2.914, -3.944, 1.545], [-3.027, -1.578, 1.740], [-4.500, -2.101, 1.019], [-3.866, -0.840, -0.707], [-0.962, -4.020, 0.422]], "homo_energy_ev": -1.829, "charge": -1, "orbital_gap_ha": 0.11919, "de_lowest_kcal_mol": 0.00}


Entry 6:
{"formula": "C10H11NO3S", "method": "ωB97M-V/def2-TZVPD", "elements": ["C", "C", "C", "C", "C", "C", "C", "C", "C", "C", "N", "O", "O", "O", "S", "H", "H", "H", "H", "H", "H", "H", "H", "H", "H", "H"], "positions_angstrom": [[-3.437, 0.557, 0.201], [-2.968, 0.459, -1.061], [-2.547, 0.603, 1.326], [-1.595, 0.396, -1.286], [-1.172, 0.557, 1.075], [-0.683, 0.451, -0.245], [1.236, 0.444, 1.006], [-0.080, 0.429, 2.068], [1.492, -1.169, -1.992], [1.503, 0.245, -1.340], [0.725, 0.383, -0.163], [3.786, 0.280, 0.738], [2.379, -1.687, 0.925], [2.666, -0.362, 2.951], [2.810, -0.391, 1.513], [-4.567, 0.579, 0.514], [-3.621, 0.387, -1.979], [-3.029, 0.576, 2.382], [-1.345, 0.236, -2.403], [0.064, 1.071, 2.885], [0.047, -0.621, 2.324], [2.213, -1.316, -2.693], [1.748, -2.052, -1.313], [0.505, -1.421, -2.542], [1.324, 1.096, -1.979], [2.546, 0.272, -0.912]], "homo_energy_ev": -9.868, "orbital_gap_ha": 0.33606, "de_lowest_kcal_mol": 84.74}


Entry 7:
{"formula": "C2H7PS2", "method": "ωB97M-V/def2-TZVPD", "elements": ["C", "C", "P", "S", "S", "H", "H", "H", "H", "H", "H", "H"], "positions_angstrom": [[-2.159, 0.362, -0.353], [2.109, -0.972, 0.068], [-0.435, 0.599, 0.393], [1.010, 2.173, -0.638], [0.415, -1.300, 0.410], [-2.340, 0.722, -1.315], [-2.476, -0.692, -0.358], [-2.989, 0.725, 0.245], [2.318, -0.009, -0.254], [2.517, -1.606, -0.851], [2.825, -1.093, 1.018], [-0.796, 1.092, 1.636]], "smiles": "CS[P@H](C)=S", "homo_energy_ev": -8.296, "orbital_gap_ha": 0.30484, "de_lowest_kcal_mol": 40.11}


Entry 8:
{"formula": "C3H3FO2", "method": "ωB97M-V/def2-TZVPD", "elements": ["C", "C", "C", "H", "H", "H", "O", "O", "F"], "positions_angstrom": [[-0.431, -1.681, 0.180], [-0.147, -0.445, -0.257], [0.450, 1.712, 0.070], [-0.681, -2.455, -0.546], [-0.160, -0.113, -1.317], [0.617, 2.530, 0.864], [0.161, 0.536, 0.642], [0.569, 1.886, -1.108], [-0.379, -1.971, 1.471]], "smiles": "O=CO/C=C\\F", "homo_energy_ev": -9.626, "orbital_gap_ha": 0.38873, "de_lowest_kcal_mol": 17.98}